(1)
Molecular formula: C40H62BN12O6RbS3
Method: DFT, the ωB97M-V functional and the def2-TZVPD basis

Last column: Mulliken charge in e.
Element x y z (Å)
1 Rb 1.6331 1.7831 -1.0663  0.844
2 C 4.5942 -2.2694 -2.7993  -1.313
3 C 4.6568 -3.4101 -1.7844  1.323
4 C 4.0426 -4.7046 -2.3176  -1.577
5 C 6.1238 -3.6766 -1.4569  -2.271
6 N 3.9470 -3.0001 -0.5384  0.433
7 C 4.5646 -2.7781 0.6863  -0.743
8 C 3.6430 -2.2610 1.5150  -1.142
9 N 2.4550 -2.1549 0.8249  0.732
10 B 1.1506 -1.4935 1.3346  0.880
11 N 1.4091 -0.7768 2.6922  0.400
12 C 0.7500 -1.0826 3.8685  -1.213
13 C 1.0936 -0.1714 4.7948  -0.628
14 N 1.9701 0.7191 4.1944  0.706
15 C 2.1522 0.3405 2.8923  0.374
16 S 3.1836 1.0564 1.7366  -0.672
17 C 2.6032 1.8787 4.8896  1.126
18 C 2.1418 1.9063 6.3445  -1.944
19 C 2.1514 3.1675 4.2023  -1.250
20 C 4.1239 1.7281 4.8847  -1.743
21 N 0.1228 -2.6399 1.6111  0.538
22 C 0.4905 -3.9489 1.8237  -1.252
23 C -0.6277 -4.6869 1.8924  -0.480
24 N -1.7091 -3.8310 1.7273  0.838
25 C -1.2248 -2.5684 1.5521  -0.190
26 S -2.0714 -1.0861 1.3350  -0.549
27 C -3.0842 -4.4146 1.6392  1.126
28 C -4.2024 -3.3842 1.5429  -1.923
29 C -3.1185 -5.2918 0.3852  -1.354
30 C -3.3169 -5.2446 2.9032  -1.637
31 C 2.6369 -2.6205 -0.4372  0.231
32 S 1.4344 -2.7601 -1.6331  -0.399
33 H 5.1318 -2.5621 -3.7035  0.476
34 H 5.0708 -1.3772 -2.3889  0.377
35 H 3.5721 -2.0129 -3.0598  0.144
36 H 4.6069 -5.0321 -3.1927  0.489
37 H 3.0013 -4.5644 -2.5945  0.276
38 H 4.1042 -5.4878 -1.5588  0.367
39 H 6.6105 -4.0280 -2.3662  0.463
40 H 6.2407 -4.4519 -0.6981  0.467
41 H 6.6393 -2.7725 -1.1299  0.470
42 H 5.5990 -2.9954 0.8621  0.530
43 H 3.7407 -1.9220 2.5295  0.771
44 H 0.7246 -0.7522 0.4960  -0.475
45 H 0.0721 -1.9125 3.9437  0.593
46 H 0.7513 -0.0580 5.8037  0.535
47 H 1.0608 1.9898 6.4379  0.320
48 H 2.5912 2.7803 6.8161  0.479
49 H 2.4823 1.0233 6.8888  0.449
50 H 1.0627 3.2471 4.2437  0.122
51 H 2.4717 3.1875 3.1627  0.276
52 H 2.5792 4.0257 4.7239  0.524
53 H 4.4083 0.7967 5.3786  0.381
54 H 4.5579 2.5566 5.4477  0.492
55 H 4.5286 1.7329 3.8779  0.285
56 H 1.5223 -4.2447 1.8839  0.607
57 H -0.7493 -5.7441 2.0280  0.556
58 H -4.1412 -2.7997 0.6307  0.298
59 H -4.2087 -2.6988 2.3869  0.392
60 H -5.1390 -3.9460 1.5360  0.577
61 H -2.8908 -4.6889 -0.4949  0.185
62 H -4.1139 -5.7239 0.2706  0.472
63 H -2.3983 -6.1086 0.4405  0.361
64 H -3.2567 -4.6123 3.7901  0.359
65 H -2.5993 -6.0569 3.0096  0.388
66 H -4.3124 -5.6869 2.8616  0.459
67 O -2.8579 3.3156 6.1142  -0.510
68 C -2.0215 2.5520 5.3730  0.305
69 O -1.4232 1.6516 5.8893  -0.459
70 C -1.9178 2.8990 3.9216  0.054
71 C -1.5853 1.8927 3.0204  -0.428
72 C -1.5183 2.1812 1.6690  1.252
73 C -1.7751 3.4680 1.2088  -0.898
74 C -2.0294 4.4937 2.1179  -0.864
75 C -2.1130 4.2011 3.4680  -0.650
76 N -1.6997 3.6840 -0.1924  0.247
77 C -2.4433 4.5651 -0.7167  -0.532
78 C -2.3131 4.9212 -2.1474  0.661
79 C -2.9322 6.0617 -2.6365  -0.966
80 C -2.6873 6.4341 -3.9513  -0.408
81 C -1.8280 5.6639 -4.7150  -1.130
82 C -1.2654 4.5269 -4.1450  -0.138
83 N -1.5173 4.1508 -2.8946  0.414
84 H -3.3772 3.8901 5.5396  0.357
85 H -1.3958 0.8831 3.3653  0.443
86 H -1.2816 1.3951 0.9654  0.065
87 H -2.1310 5.5166 1.7816  0.627
88 H -2.2904 5.0094 4.1681  0.484
89 H -3.1781 5.1386 -0.1441  0.571
90 H -3.5742 6.6526 -1.9960  0.483
91 H -3.1498 7.3204 -4.3648  0.432
92 H -1.5895 5.9308 -5.7350  0.472
93 H -0.5726 3.8863 -4.6809  0.503
94 N 0.3890 -1.1818 -4.6708  -0.633
95 C 0.0733 0.2167 -4.4454  2.938
96 C -0.6093 0.8452 -5.6500  -0.397
97 C -2.0438 0.3495 -5.8030  -0.434
98 C -3.0686 1.1931 -5.0442  -1.235
99 N -2.7833 1.4406 -3.6270  0.414
100 C -2.7085 0.4663 -2.7133  0.311
101 N -2.2050 0.7474 -1.5039  0.547
102 N -3.1916 -0.7485 -2.9568  -0.225
103 C 1.1934 1.0860 -3.8325  -0.089
104 O 2.1168 0.5059 -3.2416  -0.615
105 O 0.9889 2.3414 -3.8579  -0.807
106 H 1.0697 -1.4772 -3.9740  -0.052
107 H 0.8276 -1.2895 -5.5794  0.310
108 H -0.6639 0.2493 -3.6305  -1.765
109 H -0.0254 0.6294 -6.5501  0.531
110 H -0.5972 1.9298 -5.5392  -0.033
111 H -2.0836 -0.7029 -5.5122  0.247
112 H -2.3590 0.3852 -6.8503  0.422
113 H -4.0731 0.7693 -5.1333  0.331
114 H -3.1310 2.1830 -5.4988  0.493
115 H -2.2630 2.2786 -3.3872  -0.339
116 H -1.7294 1.6281 -1.3489  -0.395
117 H -2.0433 -0.0096 -0.8413  -0.461
118 H -3.4595 -0.9564 -3.9027  0.341
119 H -2.7335 -1.5258 -2.4367  0.202
120 O -1.9015 -2.6027 -1.4035  -0.805
121 H -1.9150 -2.1405 -0.5452  -0.048
122 H -0.9559 -2.7142 -1.5963  0.267
123 O 1.4006 4.2782 -1.9896  -0.872
124 H 0.4516 4.4457 -1.9560  0.182
125 H 1.4612 3.6717 -2.7630  0.545

Summary:
Relative energy (zero: lowest compared OMol25 entry of this formula, charge and spin) (eV): 0.000
2S+1: 1
Charge: 0
Energy (Ha): -3913.765350
Orbital gap (eV): 5.719
E_HOMO (eV): -6.7
Molar mass (g/mol): 999.50

=====

(2)
Molecular formula: C40H62ClFIN2O21PS4
Method: DFT, the ωB97M-V functional and the def2-TZVPD basis

Last column: Mulliken charge in e.
Element x y z (Å)
1 C 4.0764 2.5631 2.0341  -1.224
2 C 2.9957 2.3451 0.9825  0.583
3 O 2.3051 1.3629 0.9183  -0.534
4 O 2.8732 3.3477 0.0389  0.117
5 C 2.2684 4.5413 0.5857  -0.964
6 C 1.6068 5.2642 -0.5887  -0.819
7 C 0.1844 4.7314 -0.8544  -0.330
8 C 0.0026 4.1522 -2.3098  -1.623
9 C -0.6708 2.7867 -2.2003  0.022
10 C -1.9230 2.6104 -1.6081  0.829
11 C -2.7373 3.7873 -1.0381  -1.096
12 C -2.5341 3.9867 0.4724  0.580
13 O -2.4088 5.0670 0.9746  -0.577
14 Cl -2.4406 2.5764 1.5949  -0.234
15 C -2.5169 1.3553 -1.5135  -0.188
16 N -3.8473 1.1925 -0.9431  0.445
17 C -3.9251 0.0724 0.0144  -0.956
18 C -4.7297 0.9055 -2.0407  0.893
19 C -4.8585 1.9028 -3.1963  -1.019
20 O -5.4098 -0.0983 -2.0770  -0.586
21 C -1.8516 0.2318 -1.9763  -0.725
22 C -0.6231 0.4107 -2.5434  0.440
23 C -0.0413 1.6521 -2.6824  0.728
24 C 1.3042 1.6785 -3.3808  -0.702
25 O 1.5391 2.5283 -4.2089  -0.537
26 C 2.2382 0.5601 -2.9845  0.961
27 C 3.5993 0.6822 -2.7924  -0.647
28 I 4.4468 2.6116 -3.1590  -0.003
29 C 4.3675 -0.3911 -2.3910  1.076
30 C 5.8668 -0.2561 -2.1416  -1.396
31 C 6.2287 0.7893 -1.0423  0.230
32 C 7.4977 0.3865 -0.2672  -0.449
33 F 8.2894 1.5390 -0.1168  -0.354
34 C 3.7883 -1.6538 -2.2102  0.122
35 P 4.7574 -3.1205 -1.7254  0.869
36 O 4.0410 -4.3902 -1.8853  -0.587
37 O 5.1253 -2.9569 -0.1585  -0.581
38 O 6.1344 -3.2313 -2.5631  -0.625
39 C 2.4092 -1.7777 -2.3991  -0.098
40 N 1.7372 -3.0038 -2.1777  -0.297
41 C 1.6509 -0.6840 -2.8019  0.110
42 C 0.1522 -0.7889 -3.0463  -0.960
43 O -0.3858 -1.7427 -3.5597  -0.555
44 H 4.6368 1.6248 2.1034  0.372
45 H 3.6062 2.7326 3.0072  0.378
46 H 4.7633 3.3653 1.7596  0.309
47 H 3.0372 5.1894 1.0340  0.456
48 H 1.5421 4.2951 1.3716  0.500
49 H 1.5247 6.3109 -0.2611  0.150
50 H 2.2700 5.2652 -1.4587  0.513
51 H -0.5491 5.5363 -0.7460  0.500
52 H -0.0789 3.9480 -0.1368  0.238
53 H 1.0095 4.0598 -2.7078  0.573
54 H -0.6145 4.8263 -2.9123  0.397
55 H -3.7974 3.6728 -1.2660  0.618
56 H -2.3288 4.6907 -1.4935  0.411
57 H -3.7356 -0.9115 -0.4233  0.338
58 H -4.9319 0.0762 0.4391  0.347
59 H -3.2217 0.2186 0.8325  0.351
60 H -3.9150 2.3925 -3.4506  0.218
61 H -5.1911 1.3367 -4.0689  0.370
62 H -5.6645 2.6019 -2.9495  0.300
63 H -2.2852 -0.7608 -1.9161  0.621
64 H 6.3697 0.0266 -3.0766  0.393
65 H 6.3150 -1.2004 -1.8326  0.504
66 H 5.3971 1.0172 -0.3685  -0.223
67 H 6.5133 1.7072 -1.5582  0.218
68 H 8.0971 -0.3069 -0.8644  0.302
69 H 7.2875 0.0383 0.7461  0.268
70 H 4.2841 -3.1829 0.2684  0.397
71 H 5.8617 -3.4648 -3.4616  0.403
72 H 1.6638 -3.5593 -3.0183  0.165
73 H 0.8352 -2.8348 -1.7600  0.292
74 C -2.3180 -8.3547 -2.7771  -1.058
75 C -1.4507 -7.9607 -1.5976  -0.185
76 O -0.0501 -8.1572 -1.8750  -0.252
77 S 0.6926 -7.0814 -2.7884  1.185
78 C 2.3409 -7.5915 -2.4368  -0.942
79 O 0.4819 -5.7799 -2.2338  -0.588
80 O 0.4040 -7.3566 -4.1618  -0.653
81 H -2.1686 -7.6787 -3.6191  0.360
82 H -3.3720 -8.3237 -2.4996  0.402
83 H -2.0687 -9.3594 -3.1191  0.245
84 H -1.6401 -6.9292 -1.2951  0.268
85 H -1.6911 -8.5963 -0.7460  0.184
86 H 2.5439 -7.4234 -1.3830  0.292
87 H 3.0082 -6.9879 -3.0486  0.329
88 H 2.4434 -8.6431 -2.6935  0.381
89 C 1.4063 10.7485 2.8266  -0.969
90 C 2.2143 11.4950 1.7832  -0.336
91 O 3.4057 10.7788 1.4063  -0.291
92 S 3.2549 9.5447 0.4104  1.291
93 C 4.9651 9.3676 0.0267  -0.997
94 O 2.5556 9.9727 -0.7614  -0.679
95 O 2.8314 8.3960 1.1527  -0.560
96 H 0.9820 9.8326 2.4158  0.277
97 H 0.5861 11.3700 3.1873  0.385
98 H 2.0360 10.4646 3.6701  0.263
99 H 1.6125 11.7179 0.9003  0.322
100 H 2.5507 12.4459 2.1932  0.278
101 H 5.3022 10.2589 -0.4955  0.341
102 H 5.0681 8.4930 -0.6124  0.367
103 H 5.5189 9.2234 0.9509  0.324
104 C -5.8598 -13.0788 0.5934  -0.983
105 C -4.9785 -12.6958 1.7663  -0.345
106 O -3.5824 -12.9115 1.4875  -0.266
107 S -2.8285 -11.8483 0.5699  1.254
108 C -1.1874 -12.3856 0.9186  -0.941
109 O -3.0184 -10.5414 1.1231  -0.648
110 O -3.1193 -12.1255 -0.8017  -0.611
111 H -5.7058 -12.4075 -0.2511  0.294
112 H -6.9114 -13.0307 0.8775  0.385
113 H -5.6285 -14.0880 0.2519  0.263
114 H -5.1478 -11.6607 2.0682  0.326
115 H -5.2161 -13.3250 2.6226  0.276
116 H -0.9793 -12.2200 1.9722  0.317
117 H -0.5124 -11.7950 0.3023  0.358
118 H -1.1020 -13.4389 0.6642  0.328
119 C -5.1188 3.5602 8.5043  -0.988
120 C -5.6983 4.4869 7.4530  -0.365
121 O -4.8975 4.5186 6.2592  -0.275
122 S -5.0141 3.2897 5.2446  1.194
123 C -4.1872 4.0408 3.8857  -0.718
124 O -6.3939 3.0971 4.9153  -0.663
125 O -4.2148 2.2093 5.7343  -0.617
126 H -5.1726 2.5198 8.1848  0.300
127 H -5.6698 3.6565 9.4406  0.384
128 H -4.0684 3.7909 8.6834  0.265
129 H -6.7277 4.2166 7.2105  0.338
130 H -5.7134 5.5071 7.8342  0.275
131 H -4.7713 4.8922 3.5451  0.388
132 H -4.1076 3.2932 3.0936  0.067
133 H -3.1955 4.3515 4.2035  0.408

Summary:
SMILES: CC(=O)OCCCCc1c(CC(=O)Cl)c(N(C)C(C)=O)cc2c1C(=O)c1c(I)c(CCCF)c(P(=O)(O)O)c(N)c1C2=O.CCOS(C)(=O)=O.CCOS(C)(=O)=O.CCOS(C)(=O)=O.CCOS(C)(=O)=O
2S+1: 1
Charge: 0
Energy (Ha): -6042.838918
Orbital gap (eV): 7.846
E_HOMO (eV): -8.7
Molar mass (g/mol): 1247.53

=====

(3)
Molecular formula: C40H62CsN9O7P2S2
Method: DFT, the ωB97M-V functional and the def2-TZVPD basis

Last column: Mulliken charge in e.
Element x y z (Å)
1 Cs 0.2636 -0.5302 0.2770  0.666
2 O 2.0838 -4.7693 0.8380  -0.784
3 C 1.4533 -4.0123 0.0902  -0.263
4 N 1.9257 -2.9866 -0.6215  0.517
5 C 3.2642 -2.9675 -0.8624  -0.455
6 O 3.9099 -3.8343 -1.4327  -0.719
7 C 4.0438 -1.7446 -0.3989  0.762
8 C 5.4099 -1.9004 -0.1639  -0.765
9 C 6.1284 -0.8281 0.3275  -0.605
10 C 5.4737 0.3745 0.5637  -1.166
11 C 4.1164 0.4377 0.2952  -0.606
12 N 3.4143 -0.5942 -0.1680  0.631
13 C -0.0475 -4.2466 0.0018  0.414
14 C -0.5601 -5.4539 0.4689  -0.663
15 C -1.9227 -5.6776 0.4008  -0.315
16 C -2.7470 -4.6818 -0.1083  -0.834
17 C -2.1518 -3.5081 -0.5444  -0.389
18 N -0.8374 -3.3055 -0.5145  0.163
19 H 5.8586 -2.8606 -0.3724  0.582
20 H 7.1879 -0.9232 0.5315  0.417
21 H 5.9969 1.2391 0.9503  0.494
22 H 3.5587 1.3545 0.4720  0.762
23 H 0.1271 -6.1798 0.8790  0.555
24 H -2.3433 -6.6135 0.7480  0.419
25 H -3.8203 -4.8068 -0.1618  0.459
26 H -2.7580 -2.6908 -0.9277  0.383
27 O 0.5429 -0.6514 -2.6489  -0.417
28 S 0.4515 -1.9738 -3.3402  0.702
29 C -0.7542 -1.7062 -4.6674  -1.008
30 C -0.5611 -0.5275 -5.6184  -1.273
31 C -0.3230 0.8527 -4.9918  -0.124
32 C -1.3128 1.2312 -3.8965  0.609
33 S -1.0654 2.8671 -3.1128  -0.279
34 O -1.3631 2.6504 -1.6613  -0.248
35 C 0.7086 3.0000 -3.2884  0.126
36 C 1.1907 3.6845 -4.3945  -0.336
37 C 2.5587 3.7584 -4.6123  -0.600
38 C 3.4307 3.1587 -3.7148  -0.695
39 C 2.9384 2.5004 -2.5945  -0.430
40 C 1.5714 2.4203 -2.3716  -0.518
41 C 1.9533 -2.0996 -4.3009  0.446
42 C 2.8948 -1.0909 -4.1917  -0.041
43 C 4.1015 -1.2212 -4.8657  -0.738
44 C 4.3555 -2.3509 -5.6287  -0.564
45 C 3.4088 -3.3646 -5.7150  -0.742
46 C 2.2049 -3.2468 -5.0401  -0.816
47 H -1.6912 -1.6294 -4.1067  0.416
48 H -0.8011 -2.6446 -5.2260  0.755
49 H -1.4462 -0.4941 -6.2621  0.483
50 H 0.2860 -0.7447 -6.2737  0.388
51 H -0.3460 1.5943 -5.7960  0.634
52 H 0.6784 0.8708 -4.5679  -0.183
53 H -1.2320 0.5512 -3.0483  -0.752
54 H -2.3441 1.2574 -4.2604  0.614
55 H 0.4975 4.1523 -5.0843  0.459
56 H 2.9404 4.2855 -5.4768  0.397
57 H 4.4993 3.2089 -3.8804  0.425
58 H 3.6231 2.0322 -1.8993  0.481
59 H 1.1889 1.9113 -1.4979  0.852
60 H 2.6780 -0.2346 -3.5648  0.364
61 H 4.8492 -0.4426 -4.7809  0.451
62 H 5.3025 -2.4552 -6.1422  0.380
63 H 3.6199 -4.2574 -6.2885  0.391
64 H 1.4810 -4.0533 -5.0670  0.442
65 C -0.5411 -2.6854 5.9175  -1.078
66 N -0.6765 -1.2516 5.6746  0.542
67 C -1.0594 -0.4765 6.8375  -0.661
68 P 0.0087 -0.7021 4.2890  -0.721
69 O -0.3699 -1.4297 3.0735  -0.459
70 O -0.5303 0.8332 4.3312  0.600
71 P -0.4880 2.0646 3.3113  -0.759
72 O 0.2732 1.9070 2.0622  -0.329
73 N -2.1001 2.2784 3.0167  1.029
74 C -3.1368 2.0988 4.0190  -0.812
75 C -2.4558 3.2012 1.9415  -1.150
76 N 0.1884 3.2388 4.2633  0.587
77 C -0.4237 3.6091 5.5268  -0.770
78 C 0.9653 4.3023 3.6390  -0.904
79 N 1.6432 -0.6356 4.4758  0.711
80 C 2.1753 0.1596 5.5717  -0.846
81 C 2.5453 -0.7173 3.3256  -0.533
82 H 0.2581 -2.8923 6.6365  0.298
83 H -0.3210 -3.2007 4.9845  0.273
84 H -1.4813 -3.0754 6.3120  0.366
85 H -0.3517 -0.6153 7.6628  0.355
86 H -2.0453 -0.7972 7.1841  0.321
87 H -1.1076 0.5806 6.5939  -0.125
88 H -2.8431 1.3382 4.7388  0.118
89 H -4.0516 1.7598 3.5275  0.323
90 H -3.3672 3.0284 4.5528  0.253
91 H -1.6811 3.2050 1.1764  0.364
92 H -2.6076 4.2227 2.3103  0.274
93 H -3.3882 2.8687 1.4802  0.097
94 H -0.9431 2.7570 5.9623  0.014
95 H -1.1384 4.4327 5.4137  0.263
96 H 0.3504 3.9251 6.2295  0.336
97 H 1.3861 3.9433 2.7040  0.149
98 H 1.7796 4.5924 4.3071  0.307
99 H 0.3546 5.1899 3.4383  0.296
100 H 1.5175 0.1079 6.4387  0.183
101 H 2.2954 1.2135 5.2917  0.245
102 H 3.1490 -0.2347 5.8666  0.356
103 H 2.1966 -1.4434 2.5947  -0.040
104 H 3.5166 -1.0525 3.6932  0.397
105 H 2.6725 0.2572 2.8419  0.274
106 C -6.0660 0.1281 -2.2057  -1.913
107 C -5.0834 0.7682 -1.2305  1.844
108 C -4.7340 2.1810 -1.7052  -1.341
109 C -5.6991 0.8162 0.1639  -1.548
110 N -3.9173 -0.1363 -1.1949  -0.290
111 N -2.8208 0.2441 -0.3826  0.654
112 H -6.9671 0.7356 -2.3007  0.428
113 H -6.3462 -0.8692 -1.8655  0.376
114 H -5.6186 0.0381 -3.1996  0.402
115 H -5.6198 2.8194 -1.6907  0.515
116 H -4.3486 2.1586 -2.7280  0.251
117 H -3.9717 2.6497 -1.0814  0.212
118 H -6.6192 1.4025 0.1537  0.492
119 H -5.0178 1.2788 0.8808  0.028
120 H -5.9284 -0.1931 0.5096  0.383
121 H -3.5579 -0.2509 -2.1363  -0.012
122 H -3.0296 0.0087 0.5791  0.150
123 H -2.5653 1.2259 -0.4721  -0.480

Summary:
Relative energy (zero: lowest compared OMol25 entry of this formula, charge and spin) (eV): 0.187
2S+1: 1
Charge: 0
Energy (Ha): -4080.307065
Orbital gap (eV): 7.454
E_HOMO (eV): -7.3
Molar mass (g/mol): 1039.98

=====

orbital gap of number 2 (C40H62ClFIN2O21PS4)? 7.846 eV